1.
Formula: C3H8NO3S
Source: the OMol25 dataset
Level of theory: wB97M-V/def2-TZVPD

LUMO (spin up / spin down) = 6.1 / 5.9 eV
Expectation value of S² = 0.7550
Energy relative to the best compared isomer or geometry (same formula, charge and spin) = 0.000 eV
HOMO level (spin up / spin down) = 1.658 / -0.518 eV
Charge = -2
Spin multiplicity = 2

Last column: Löwdin spin population.
Atoms and positions in Å:
S: -2.8913 -0.2821 0.4722  0.418
O: 3.3879 -0.0691 0.5481  0.001
O: 1.7570 0.7287 -0.7859  0.002
O: -0.0460 0.3224 -2.8131  0.005
N: 1.2169 -0.4188 1.1255  0.003
C: 2.1896 0.0976 0.2108  0.001
C: -1.1710 0.2484 0.7800  0.050
C: -0.1006 -0.8114 0.6013  0.021
H: 1.6524 -1.1868 1.6139  0.000
H: -3.3182 1.6098 0.1705  0.465
H: -0.8420 0.2879 -2.2855  0.001
H: -0.9404 1.0770 0.1035  0.015
H: -0.4180 -1.7249 1.1217  0.012
H: 0.6820 0.5079 -2.1818  0.000
H: -0.0333 -1.0830 -0.4569  0.003
H: -1.1250 0.6962 1.7756  0.003

Force components x, y, z for each atom (eV/Å):
S 0.122 0.171 -0.160
O -0.077 -0.173 -0.026
O 0.027 -0.130 -0.097
O 0.301 0.026 -0.697
N -0.132 -0.462 -0.358
C 0.217 0.541 0.177
C -0.096 0.716 -0.098
C -0.096 -0.335 0.138
H 0.034 0.130 0.171
H -0.090 -0.272 0.046
H -0.232 0.016 0.376
H -0.033 -0.071 -0.020
H 0.053 0.108 0.087
H -0.162 -0.079 0.358
H -0.008 0.086 -0.011
H 0.171 -0.271 0.113

=====

2.
Formula: C3H8NOPS2
Source: the OMol25 dataset
Level of theory: wB97M-V/def2-TZVPD

LUMO = 0.6 eV
Energy relative to the best compared isomer or geometry (same formula, charge and spin) = 2.081 eV
HOMO level = -8.674 eV

Last column: Löwdin charge in e.
Atoms and positions in Å:
S: 0.0690 -2.6279 -0.5639  0.127
S: -0.3863 -0.8851 2.3739  0.524
P: -1.0300 -1.3013 0.4267  0.038
O: 0.7828 2.3298 -0.8335  0.089
N: -1.3065 0.0345 -0.4602  -0.260
C: 1.2141 -0.0410 2.1739  -0.411
C: -0.5213 0.3861 -1.6586  -0.227
C: 0.4705 1.5278 -1.6188  -0.296
H: 1.1878 1.3667 -2.4666  0.129
H: -1.2368 0.4673 -2.5498  0.151
H: -2.3035 -1.9549 0.6176  -0.005
H: 1.6209 0.1591 3.1581  0.038
H: 0.1537 -0.4204 -1.8043  0.015
H: -1.4683 0.8251 0.0941  0.062
H: 1.0027 0.8565 1.4408  0.067
H: 1.7514 -0.7223 1.6704  -0.042

Force components x, y, z for each atom (eV/Å):
S -0.285 0.813 0.521
S -1.067 0.139 0.644
P 0.805 -3.295 -0.502
O -0.351 2.158 2.910
N 0.620 1.059 -1.209
C -2.967 3.051 -1.087
C -1.943 0.443 -0.039
C 0.801 -2.668 -2.777
H -0.547 0.219 -0.410
H 1.266 0.020 0.984
H 0.642 0.895 0.500
H -0.156 0.378 -0.084
H 0.441 -1.110 -0.645
H -0.651 1.443 0.935
H 0.862 -1.323 1.946
H 2.531 -2.221 -1.686

=====

3.
Formula: C3H8NOS
Source: the OMol25 dataset
Level of theory: wB97M-V/def2-TZVPD

LUMO = 3.2 eV
Energy relative to the best compared isomer or geometry (same formula, charge and spin) = 2.067 eV
HOMO level = -2.746 eV
Charge = -1

Last column: Löwdin charge in e.
Atoms and positions in Å:
S: 2.3498 -0.0487 -0.6628  0.606
O: -1.6293 -1.3352 1.2064  -0.362
N: -1.7609 0.7085 -0.0474  -0.086
C: -0.4287 1.0756 -0.5444  -0.323
C: 0.5485 -0.1521 -0.6228  -0.603
C: -1.6926 0.0036 1.3413  -0.533
H: 0.3078 -0.8096 0.2203  0.038
H: 0.2863 -0.7236 -1.5079  0.049
H: 2.6318 -0.1027 0.6736  -0.156
H: -0.5964 1.3981 -1.5806  0.085
H: -2.0251 -0.0990 -0.5956  0.062
H: -0.8507 0.5205 1.8628  0.078
H: 0.0742 1.8489 0.0376  0.084
H: -2.6429 0.2573 1.8383  0.059

Force components x, y, z for each atom (eV/Å):
S 0.511 0.564 0.350
O 0.623 0.533 0.126
N 0.937 0.112 0.989
C 0.474 -0.829 -0.593
C -0.988 -0.495 0.754
C -0.697 -0.941 -0.988
H -0.170 -0.004 -0.144
H 0.031 -0.182 -0.159
H -0.341 0.063 -0.633
H 0.346 0.501 0.171
H -0.360 -0.179 -0.263
H 0.052 -0.040 0.094
H -0.395 0.240 0.058
H -0.022 0.658 0.238

=====

4.
Formula: C3H8NOS
Source: the OMol25 dataset
Level of theory: wB97M-V/def2-TZVPD

LUMO = 3.2 eV
Energy relative to the best compared isomer or geometry (same formula, charge and spin) = 3.338 eV
HOMO level = -2.609 eV
Charge = -1

Last column: Löwdin charge in e.
Atoms and positions in Å:
S: -1.0681 0.9319 2.0858  0.613
O: 1.2927 -1.4990 -2.0968  -0.375
N: 0.8403 0.3795 -0.8538  -0.100
C: 1.9525 -0.5255 -1.4983  -0.534
C: -1.3933 0.2432 0.3346  -0.513
C: -0.2091 -0.5185 -0.1531  -0.351
H: -0.4994 -1.2150 -1.0651  0.123
H: 2.5386 -0.8540 -0.5531  0.086
H: -2.3413 -0.3377 0.2521  0.069
H: -2.2781 0.6837 2.4865  -0.235
H: 2.3284 0.1890 -2.3406  0.086
H: 0.3776 -1.1530 0.3644  0.048
H: -1.6798 1.1021 -0.2955  0.057
H: 0.3194 0.8153 -1.5699  0.026

Force components x, y, z for each atom (eV/Å):
S 0.446 -0.266 -1.427
O 1.037 -1.392 -0.524
N 0.077 -0.158 3.062
C -3.367 0.421 -0.600
C -0.630 0.378 0.709
C -0.064 1.536 -6.639
H -0.014 1.009 1.687
H 0.242 0.795 -1.356
H 0.738 -0.062 0.931
H -1.096 -0.130 0.609
H 0.898 -0.488 1.792
H 1.224 -1.955 2.984
H 0.855 -0.130 0.094
H -0.349 0.442 -1.322

=====

5.
Formula: C3H8NOS
Source: the OMol25 dataset
Level of theory: wB97M-V/def2-TZVPD

LUMO = -4.0 eV
Energy relative to the best compared isomer or geometry (same formula, charge and spin) = 0.700 eV
HOMO level = -13.672 eV
Charge = +1

Last column: Löwdin charge in e.
Atoms and positions in Å:
S: -0.4486 -2.5137 -0.3709  0.787
O: -0.0332 0.6210 2.2766  0.095
N: 0.7552 1.4680 0.0116  0.233
C: -0.3425 0.2843 -0.0599  -0.239
C: -0.6055 -0.0047 1.4227  -0.196
C: 0.3094 -0.8646 -0.7768  -0.504
H: 1.4890 1.0893 -0.5846  0.150
H: 1.0178 1.5717 1.0036  0.146
H: 0.3054 -0.6545 -1.8485  0.096
H: -1.4969 -0.5898 1.6806  0.137
H: -1.1541 0.8079 -0.5557  0.160
H: 0.3447 2.2564 -0.4736  0.164
H: -1.4780 -2.3632 -1.2248  -0.112
H: 1.3373 -1.1082 -0.5003  0.083

Force components x, y, z for each atom (eV/Å):
S -0.186 0.804 -0.661
O 0.546 -0.366 -0.197
N -1.157 -2.074 -1.315
C 2.208 1.343 1.299
C -1.556 1.233 0.424
C -0.477 -1.359 -0.719
H 0.545 0.492 0.341
H -0.077 0.307 0.044
H -0.003 -0.385 -0.003
H 0.327 -0.481 -0.189
H -0.520 -0.738 -0.020
H 0.255 0.644 0.486
H -0.008 -0.193 0.173
H 0.101 0.773 0.337

=====

6.
Formula: C3H8NOS
Source: the OMol25 dataset
Level of theory: wB97M-V/def2-TZVPD

LUMO = -4.2 eV
Energy relative to the best compared isomer or geometry (same formula, charge and spin) = 0.439 eV
HOMO level = -13.486 eV
Charge = +1

Last column: Löwdin charge in e.
Atoms and positions in Å:
S: -0.9961 -2.2044 0.7825  0.790
O: -1.2109 1.9471 -1.1421  0.118
N: 1.1536 0.8576 -0.6643  0.225
C: 0.0114 -0.7038 0.9058  -0.522
C: -0.0762 -0.0155 -0.4430  -0.335
C: -1.2789 0.9140 -0.5422  -0.190
H: 1.0401 -0.8625 1.2161  0.092
H: 1.9750 0.2485 -0.6476  0.177
H: 1.1330 1.3678 -1.5516  0.177
H: -0.4104 -2.9252 1.7462  -0.113
H: -2.2092 0.5417 -0.0827  0.150
H: -0.4053 -0.0208 1.6479  0.091
H: 1.3185 1.5418 0.0802  0.185
H: -0.0445 -0.6861 -1.3053  0.156

Force components x, y, z for each atom (eV/Å):
S -0.004 -0.247 -0.045
O 0.203 0.137 0.175
N 0.513 -0.267 0.316
C -0.263 0.289 0.202
C 0.731 0.802 -0.208
C -0.410 -0.285 -0.518
H 0.135 -0.457 -0.183
H 0.030 0.040 -0.237
H -0.266 0.021 0.006
H 0.055 0.133 0.086
H 0.024 0.054 0.071
H -0.092 -0.033 0.144
H -0.365 0.079 -0.025
H -0.290 -0.268 0.217

=====

7.
Formula: C3H8NOS
Source: the OMol25 dataset
Level of theory: wB97M-V/def2-TZVPD

LUMO = -4.7 eV
Energy relative to the best compared isomer or geometry (same formula, charge and spin) = 4.792 eV
HOMO level = -13.474 eV
Charge = +1

Last column: Löwdin charge in e.
Atoms and positions in Å:
S: 1.1187 -2.3270 -0.6479  1.016
O: 0.4764 -2.0752 0.9179  -0.361
N: 1.0182 0.1417 0.4301  0.011
C: 0.2286 -1.0287 0.0298  -0.690
C: -2.0193 -0.5256 -0.2790  0.237
C: 0.7689 1.4620 -0.2746  0.026
H: -2.3658 -1.3715 0.2569  0.036
H: -1.9590 0.2711 0.4344  0.017
H: 2.0379 -0.0125 0.4953  0.179
H: -2.1184 -0.3086 -1.3316  0.052
H: 0.6211 0.3131 1.3927  0.200
H: 1.5957 2.0820 -0.2751  0.080
H: -0.0283 2.0556 0.1493  0.109
H: 0.6252 1.3236 -1.2983  0.089

Force components x, y, z for each atom (eV/Å):
S 0.380 -0.731 -0.967
O -0.308 0.786 0.037
N -0.951 2.435 1.859
C -3.128 -0.233 -0.500
C 4.003 -0.028 1.105
C -0.890 -0.663 0.302
H -0.447 -1.128 -0.413
H -0.253 0.842 -0.185
H -0.430 -0.459 0.032
H -0.111 -0.280 0.071
H 1.124 -0.223 -0.703
H 2.147 0.884 0.711
H -0.416 -0.471 0.262
H -0.719 -0.731 -1.610

=====

8.
Formula: C3H8NOS
Source: the OMol25 dataset
Level of theory: wB97M-V/def2-TZVPD

LUMO = -3.9 eV
Energy relative to the best compared isomer or geometry (same formula, charge and spin) = 1.729 eV
HOMO level = -14.012 eV
Charge = +1

Last column: Löwdin charge in e.
Atoms and positions in Å:
S: 1.3203 1.0656 -0.5524  1.034
O: -1.3464 1.3690 0.7956  -0.146
N: -1.2591 0.1914 -1.2438  0.209
C: 1.7890 -0.3697 0.5045  -0.348
C: -0.2028 0.2775 -0.2120  -0.597
C: 0.3462 -0.9000 0.5203  -0.191
H: -0.0672 -1.0512 1.5168  0.136
H: -0.8968 1.6763 1.5891  0.048
H: -1.8126 1.0609 -1.0880  0.171
H: -1.8919 -0.5980 -1.0569  0.188
H: 2.1725 -0.0390 1.4667  0.092
H: 0.2332 -1.8294 -0.0379  0.133
H: 2.5153 -1.0054 0.0045  0.089
H: -0.8997 0.1521 -2.2066  0.181

Force components x, y, z for each atom (eV/Å):
S -0.250 -0.269 -0.036
O 1.827 -2.450 -2.307
N -0.455 0.255 0.061
C 0.450 0.022 -0.033
C -1.974 3.039 2.171
C 0.071 -0.334 0.234
H -0.116 0.081 -0.097
H 0.319 -0.033 0.057
H 0.126 -0.276 -0.156
H 0.162 0.153 -0.118
H -0.066 -0.046 -0.052
H 0.006 -0.042 -0.072
H -0.060 -0.011 0.079
H -0.040 -0.090 0.270

=====

| no. | calculated total energy (Eh) |
| --- | --- |
| 1 | -797.72301 |
| 2 | -1386.81537 |
| 3 | -647.26357 |
| 4 | -647.21688 |
| 5 | -646.99874 |
| 6 | -647.00833 |
| 7 | -646.84836 |
| 8 | -646.96092 |